The following is a DFT calculation (the ωB97M-V functional and the def2-TZVPD basis) of one molecule with the formula C2H5NO2S.

Computed properties:
orbital gap: 9.406 eV
structure (SMILES): CSC[N+](=O)[O-]
total charge: 0
relative energy (zero: lowest compared OMol25 entry of this formula, charge and spin): 390.8 kJ/mol
calculated total energy: -682.49075 Ha
F_max: 3.89 eV Å⁻¹
lowest unoccupied orbital energy: -0.1 eV

```
11
Properties=species:S:1:pos:R:3:lowdin_charge:R:1
C -1.523 1.355 0.307 -0.37
S 0.312 1.178 -0.095 0.80
C 0.452 -0.706 -0.073 -0.36
N 1.728 -1.261 -0.403 -0.47
O 2.539 -1.287 0.470 0.10
O 1.916 -1.552 -1.573 0.08
H -2.240 0.875 -0.351 0.03
H -1.532 2.491 0.353 0.05
H -1.626 0.985 1.328 0.02
H 0.131 -1.018 0.820 0.05
H -0.157 -1.060 -0.784 0.05
```